# C6H9ClN3O2S

A 3-piece molecular cluster, C6H9ClN3O2S overall at a distorted geometry (ωB97M-V with the def2-TZVPD basis set, the OMol25 dataset).

## Properties
F_max = 3.435 eV/Å
Gap between HOMO and LUMO = 0.3279 Eh
Total charge = +1

XYZ file:
```
22
C6H9ClN3O2S | the OMol25 dataset | ωB97M-V with the def2-TZVPD basis set
C -0.141 0.724 1.283
C -3.251 0.189 -0.420
C -4.459 0.137 0.339
C 1.006 0.781 0.258
C -0.637 2.647 0.330
C 1.407 -2.713 -1.342
N -0.929 1.720 1.289
N -2.276 0.258 -1.000
N -1.425 3.661 0.143
O -5.070 0.985 0.880
O 0.636 -1.487 -1.411
S 0.547 2.157 -0.815
Cl -5.140 -1.474 -0.036
H -0.216 -0.181 2.023
H 1.982 0.967 0.843
H 0.971 -0.165 -0.360
H 0.746 -3.404 -0.888
H 2.474 -2.632 -0.716
H 1.747 -2.896 -2.426
H -1.151 4.171 -0.640
H -1.978 4.089 0.794
H -0.330 -1.721 -1.491
```